Entry 1:
The following is a DFT calculation (ωB97M-V with the def2-TZVPD basis set) of C44H121AsF6N11O11 as an isolated structure.

## Properties
ΔE to the lowest compared entry with this formula, charge and spin (kJ/mol): 12.7
Maximum force (eV Å⁻¹): 2.65
Charge: -1
2S+1: 1

The geometry in XYZ format:
```
194
Properties=species:S:1:pos:R:3:forces:R:3
As 16.885951 26.230755 30.981835 2.203 -1.035 -1.054
F 15.334791 26.797712 30.452322 -0.071 0.128 0.423
F 18.490432 25.630048 31.365771 -0.390 0.166 0.436
F 16.977409 27.257486 32.405514 -0.826 -0.324 -0.474
F 16.951054 25.120086 29.597963 -0.515 0.737 0.511
F 16.186945 24.949499 31.922642 -0.356 0.400 -0.030
F 17.667529 27.484908 30.039577 -0.664 -0.117 0.260
O 11.436173 30.062923 33.188121 0.340 0.179 -0.277
O 13.579677 30.537976 28.018876 0.330 0.429 -0.808
O 18.560597 30.468086 27.603286 -0.771 0.115 0.075
O 20.993765 23.652137 33.544212 -0.443 -0.333 0.250
O 16.848548 25.242889 36.067939 -0.198 -0.905 0.192
O 22.419171 24.611642 29.926141 0.235 0.686 0.438
O 17.796529 30.162458 35.601463 0.299 0.711 0.299
O 15.231977 27.089734 26.083088 -0.257 0.154 -0.778
O 15.200983 21.220748 32.516868 0.642 -0.508 0.082
O 20.182964 22.910364 25.558879 0.545 -0.832 -0.767
O 11.761498 24.713135 28.767535 -0.131 0.212 -0.239
N 11.828494 22.791013 32.713079 0.579 0.715 0.189
N 19.173428 27.990994 36.844558 0.215 0.827 -0.696
N 13.315619 26.567810 22.919372 0.449 -0.274 0.239
N 20.116032 25.842137 28.739026 0.161 1.286 1.305
N 18.432450 24.424959 26.885696 -0.709 -0.347 -0.289
N 14.111009 27.750538 34.276078 -0.470 -0.327 0.544
N 12.773652 25.970106 32.046826 0.631 0.325 -0.684
N 21.438278 26.952907 35.155878 -0.551 0.229 0.108
N 19.124917 28.781205 33.513067 0.058 -0.045 1.235
N 17.872911 27.830118 26.803345 0.461 0.589 0.465
N 12.838084 33.616649 26.086523 1.045 0.198 0.760
C 17.484879 26.465560 35.826463 0.837 0.597 0.535
C 12.839194 21.758609 32.458530 0.075 -0.433 0.036
C 18.231086 30.202438 26.263725 0.874 -0.756 -0.840
C 12.609164 24.854969 29.914753 -1.226 -0.722 -0.476
C 21.254001 26.617519 29.316144 -0.582 -0.723 0.052
C 18.878362 22.928297 25.019016 0.020 0.074 0.933
C 22.092357 24.793987 36.088224 0.534 -0.734 0.970
C 17.800872 30.738338 34.314925 0.405 -0.214 -1.265
C 23.129206 23.887492 30.886007 -0.215 -1.902 0.373
C 17.469043 27.104027 38.364172 0.388 -1.058 -1.024
C 14.288327 22.264799 32.637246 -0.905 1.304 -0.358
C 14.112494 27.103368 25.192777 0.043 0.962 0.481
C 12.179193 23.703407 27.891685 0.773 0.376 -0.844
C 11.946467 25.839001 30.853200 -0.536 -0.002 -0.300
C 21.711276 25.549501 34.850164 -0.827 0.042 -0.437
C 20.779246 27.980960 29.791635 1.949 0.547 0.412
C 17.917492 23.254527 26.180965 0.151 1.667 -1.846
C 16.898740 30.682381 36.543322 -0.196 -0.523 0.894
C 11.652362 27.197862 30.218618 -0.661 -0.030 0.160
C 12.578312 21.156346 31.075595 0.148 -0.942 0.663
C 20.528230 24.881424 34.103364 0.899 -0.102 -0.470
C 13.646379 31.926370 27.680996 0.177 -0.567 0.478
C 12.039024 28.889086 33.680983 -0.158 -0.936 0.679
C 14.880882 28.409822 23.157253 0.981 0.853 0.813
C 18.670298 28.754427 25.969524 -1.820 -0.646 0.049
C 16.565243 21.657020 32.510252 -0.389 0.906 -0.737
C 18.085117 31.707645 28.083354 0.498 0.237 0.284
C 13.062504 32.185310 26.297735 -0.884 -0.681 -0.248
C 19.318548 30.871222 32.262593 -0.346 0.854 0.562
C 21.946700 25.853064 30.436082 -0.326 -0.030 -0.388
C 21.076770 22.291126 24.643549 0.423 0.961 0.485
C 18.360828 28.335493 24.521955 1.196 0.926 0.216
C 10.053457 30.079957 33.392700 -0.363 0.266 0.024
C 18.300784 26.825809 37.074317 0.686 1.756 1.532
C 14.469351 27.037329 23.708793 0.077 0.380 -0.162
C 14.218677 29.301014 32.449519 -0.814 1.564 -1.258
C 19.096092 30.238006 33.619265 -0.347 -0.711 -0.331
C 14.509695 30.245371 29.042060 -0.978 -0.934 0.486
C 16.416852 24.594492 34.885413 0.406 0.829 -1.017
C 13.880380 31.598280 25.155467 0.028 -0.825 -0.279
C 20.056405 23.052620 32.632519 0.560 0.777 0.685
C 16.521641 23.555035 25.560819 0.301 -1.413 -0.080
C 13.547935 29.013897 33.775876 0.966 -0.261 -0.504
C 14.805974 26.873166 27.422331 0.231 -1.223 -0.067
H 15.858608 23.667421 34.995049 -0.194 0.243 0.968
H 15.545769 28.386886 22.290976 -0.181 -0.364 -0.138
H 13.097712 24.018680 27.376240 0.358 -0.242 0.345
H 13.664595 28.092876 25.359265 -0.540 -0.064 -0.060
H 20.237896 28.518901 29.016935 -0.311 -0.042 0.115
H 12.337646 22.738195 28.375046 -0.007 -0.017 0.097
H 17.030149 30.152331 37.493591 0.068 -0.605 -0.332
H 12.481898 27.774152 29.804851 0.314 -0.327 0.109
H 13.119658 32.450512 28.484102 -0.150 0.446 -0.296
H 16.929728 30.398451 33.740021 -0.050 -0.231 0.050
H 19.620184 26.600916 28.268926 -0.152 -0.494 -0.881
H 16.929068 27.718343 26.421196 0.568 0.151 0.025
H 23.091110 25.034493 36.463098 -0.066 0.443 -0.101
H 15.547820 30.401133 28.744731 0.024 0.225 0.050
H 22.559318 25.515926 34.162166 -0.028 -0.020 -0.149
H 22.033321 26.734593 28.553647 -0.245 0.097 -0.230
H 19.926080 30.421931 34.309915 -0.022 0.582 -0.128
H 13.119963 25.043157 32.290091 -0.156 -0.022 0.100
H 14.746677 25.782617 27.517421 -0.566 0.012 0.314
H 13.721165 29.847357 34.463293 0.299 -0.132 0.157
H 19.048543 23.043772 33.055323 -0.091 0.138 0.016
H 17.747960 31.831279 34.247471 0.186 0.133 0.787
H 18.402914 28.343861 32.953528 -0.092 0.500 -0.297
H 22.090913 22.310466 25.047955 -0.237 -0.494 0.642
H 19.053273 27.549040 24.224654 -0.298 -0.260 -0.024
H 21.246206 25.669702 31.259969 -0.043 -0.005 0.049
H 14.363411 29.193303 29.294938 0.255 -0.082 -0.229
H 15.788308 23.705196 26.353391 -0.169 -0.192 -0.111
H 20.967870 27.413529 34.374574 0.492 -0.077 -0.336
H 16.283298 22.700587 24.912023 -0.597 -0.137 0.344
H 22.786248 23.972514 31.923734 -0.088 0.702 -0.111
H 14.703460 32.216399 27.741924 0.055 0.286 -0.254
H 20.076615 23.659617 31.727665 -0.291 -0.383 -0.337
H 18.885949 28.551401 34.478287 0.326 -0.906 -0.216
H 9.604669 30.896369 32.824547 0.255 0.000 -0.189
H 11.671764 28.656068 34.690134 0.020 0.255 0.162
H 11.159765 27.829347 30.961073 0.086 0.076 0.029
H 15.876310 30.477222 36.217183 -0.163 0.616 0.064
H 19.191076 31.948932 32.418906 0.135 0.073 -0.422
H 19.722558 28.621081 26.228254 0.060 0.183 -0.119
H 14.855234 32.082181 25.056264 -0.035 0.118 0.000
H 12.021343 23.360669 33.530151 0.178 -0.120 0.032
H 16.445909 24.394746 24.866997 0.637 0.365 0.362
H 18.434805 25.178575 26.198611 0.371 0.101 0.111
H 11.768207 27.991674 33.115014 0.003 0.191 -0.423
H 17.155857 30.289351 26.063665 -0.109 0.064 0.158
H 18.758713 28.893220 36.606569 -0.356 -0.676 -0.101
H 13.863461 27.047737 33.577283 -0.216 0.037 0.354
H 19.074971 26.107376 37.360635 -0.595 -0.848 -0.448
H 22.914782 22.826799 30.695130 0.105 0.010 -0.239
H 18.112794 27.505018 39.146125 0.137 -0.031 -0.048
H 18.767381 30.856552 25.560054 0.000 0.335 0.181
H 15.837065 25.316514 34.306749 -0.288 -0.232 -0.143
H 18.901722 32.428509 27.982458 -0.179 0.286 0.064
H 14.384266 22.772647 33.606763 -0.085 -0.157 0.212
H 16.793833 27.293363 35.614580 -0.401 -0.117 0.200
H 18.562777 30.541462 31.547543 0.065 -0.117 -0.043
H 13.781819 33.982263 26.231679 -0.316 0.650 -0.097
H 13.576580 26.403771 31.586017 0.457 0.078 0.829
H 12.071471 31.717385 26.305927 0.089 -0.164 -0.046
H 13.254799 20.302521 30.992023 0.098 0.125 -0.387
H 11.574164 20.725671 31.040871 -0.099 0.137 0.058
H 14.046824 29.072677 22.914201 -0.305 -0.353 -0.001
H 20.359595 22.018802 32.486954 0.173 0.063 -0.257
H 14.280399 28.446468 31.779575 -0.001 -0.208 0.261
H 17.955500 22.352397 26.794226 -0.447 0.216 0.336
H 17.228073 20.858000 32.193442 -0.229 -0.329 0.277
H 18.886320 23.639729 24.182054 -0.478 0.159 0.047
H 18.568444 29.182773 23.859260 -0.214 -0.079 -0.189
H 17.817296 31.620188 29.137370 0.223 -0.172 0.053
H 13.850705 27.354144 27.640741 0.026 0.057 0.015
H 15.293279 26.337533 23.545661 -0.073 -0.088 0.183
H 16.704132 27.846305 38.140616 -0.359 -0.278 0.140
H 21.401471 24.953297 36.921922 -0.154 0.152 -0.124
H 24.223249 23.944308 30.862928 0.021 0.671 -0.217
H 15.125077 27.756881 34.235502 0.017 0.394 0.067
H 16.901359 22.118565 33.440595 -0.211 -0.432 0.396
H 22.772437 26.461582 30.823893 0.123 -0.023 0.056
H 17.692066 24.732416 27.506485 0.172 0.049 0.535
H 17.323511 28.028117 24.439209 0.040 -0.086 -0.139
H 20.288858 27.984840 30.764435 -0.518 -0.254 -0.199
H 15.561551 27.133505 28.159539 0.167 0.538 -0.388
H 10.888969 22.442062 32.838867 0.105 -0.364 -0.192
H 14.210131 30.748203 29.967236 0.482 0.481 -0.091
H 12.675494 21.819362 30.223184 0.254 0.211 0.180
H 15.450538 28.980296 23.901501 0.042 -0.141 0.048
H 12.637472 33.810827 25.112802 -0.107 -0.186 -0.060
H 18.560491 21.943748 24.644895 0.308 -0.062 -0.233
H 19.649864 24.694082 34.729360 0.013 0.064 0.279
H 14.466275 23.062880 31.902890 0.229 -0.121 -0.219
H 17.254470 24.306284 34.238765 0.256 0.257 0.116
H 17.773372 28.311261 27.695898 -0.033 -0.527 0.256
H 21.709957 28.544764 29.975389 -0.198 0.330 -0.029
H 13.379255 26.353162 25.495919 0.102 -0.297 -0.247
H 20.235941 25.561169 33.295733 -0.187 0.018 -0.050
H 13.618266 30.042928 31.905886 -0.067 -0.015 0.008
H 12.794148 20.940239 33.187260 -0.303 -0.182 -0.008
H 16.690598 22.463654 31.779938 -0.090 -0.036 -0.184
H 20.690466 27.075815 35.850054 0.490 -0.348 0.081
H 14.057905 30.519096 25.201328 0.048 0.064 0.578
H 13.332364 31.678961 24.212293 0.031 0.463 -0.009
H 13.652068 26.729725 21.974758 -0.591 -0.220 -0.259
H 22.148961 23.711726 35.946872 -0.282 0.030 -0.377
H 11.511306 23.575116 27.037307 -0.614 0.114 0.473
H 18.148119 26.474248 34.954516 0.128 -0.521 -0.004
H 19.455913 25.783191 29.536938 0.540 -0.666 -0.412
H 20.725541 21.285221 24.418235 0.244 -0.138 -0.289
H 17.117165 31.689805 36.914551 -0.246 0.439 -0.987
H 19.755515 28.189332 37.647720 0.027 -0.375 0.102
H 12.559969 23.879243 30.405799 0.565 0.082 0.258
H 9.805044 30.289335 34.440204 0.032 -0.327 0.121
H 17.193246 32.105855 27.591205 0.027 -0.288 -0.394
H 13.640273 25.127243 29.668410 -0.018 0.072 -0.180
H 21.261871 22.905429 23.752432 -0.788 -0.138 -0.412
H 10.972380 25.419568 31.124070 0.059 -0.083 0.050
H 17.116791 26.120925 38.685526 -0.706 0.368 0.248
H 15.202543 29.773691 32.479580 0.150 -0.343 0.483
H 12.562556 27.233108 23.071829 -0.078 -0.040 -0.131
H 9.579364 29.149881 33.063226 0.000 -0.087 0.116
H 10.923133 27.041314 29.422579 0.127 0.041 -0.119
H 20.315387 30.688676 31.869421 -0.036 -0.181 0.003
```
Positions in Å, forces in eV/Å.

***

Entry 2:
The following is a DFT calculation (ωB97M-V with the def2-TZVPD basis set) of a 2-piece molecular cluster, C26H20Cl3N2O3 overall.

## Properties
Maximum force (eV Å⁻¹): 2.85
Charge: -1
2S+1: 1

The geometry in XYZ format:
```
54
Properties=species:S:1:pos:R:3:forces:R:3
Cl 0.602394 -3.951789 -0.920361 -0.302 -0.986 -0.420
Cl 0.109954 -1.193199 -0.315772 -0.266 0.244 -0.055
Cl 3.131546 -3.315785 3.268847 0.168 -0.038 0.186
O 2.284191 -1.530413 -2.127053 0.358 -0.388 0.515
O -3.618260 -0.912450 -1.675628 -0.311 -0.915 1.031
O -4.208626 -1.145267 0.538702 0.088 0.261 -0.147
N 4.843463 -2.422187 -1.515298 -0.710 -0.043 0.243
N -2.481018 1.536363 -1.048680 0.808 0.011 -1.135
C -3.389293 0.950402 -0.311249 0.226 0.028 1.307
C -1.026662 3.344788 -1.574089 0.100 -0.458 0.030
C 6.308632 -3.214738 0.187992 0.249 -0.249 0.476
C -1.789135 3.438708 -2.746586 -0.301 0.080 -0.150
C 5.283206 -3.303088 1.093448 -0.033 0.038 0.160
C 2.874255 -2.973471 1.597278 -1.227 0.325 -0.675
C -4.661809 -3.386085 1.397853 -0.176 0.548 0.216
C -3.763394 -0.434401 -0.554005 0.105 1.660 -2.320
C -4.180812 -2.531742 0.239877 0.310 -0.830 -0.944
C -0.969776 2.158192 0.739058 -0.520 0.268 0.321
C -0.397500 5.150166 -3.624561 0.357 0.466 -0.365
C -1.497607 2.378540 -0.598927 -1.606 -0.866 0.201
C 2.465996 -2.118513 -1.088304 0.370 0.891 -1.945
C -0.742163 0.655908 2.648858 0.027 0.048 -0.187
C -0.221818 3.103880 1.455584 -0.275 0.019 -0.336
C 4.015597 -2.938488 0.687197 -0.138 0.043 -0.211
C 3.833751 -2.510303 -0.642959 0.554 -0.364 0.584
C 0.290000 2.810269 2.697394 0.103 -0.072 0.217
C 1.621543 -2.742565 1.179634 0.829 -0.330 0.977
C -1.498276 4.330269 -3.745543 0.018 -0.163 0.021
C 0.103017 4.174491 -1.483305 -0.133 -0.189 0.077
C 6.042408 -2.779230 -1.085846 0.200 0.271 -0.562
C 0.402798 5.053549 -2.500924 -0.015 0.117 -0.217
C -1.229948 0.938848 1.400388 0.237 -0.117 0.087
C 1.280846 -2.486485 -0.237281 -0.061 0.523 0.765
C 0.049405 1.582237 3.288501 0.581 0.410 0.628
H -1.815594 0.175702 0.925740 -0.049 0.065 0.023
H -0.112003 4.094724 1.050379 0.105 0.108 0.018
H -0.149734 5.839476 -4.416793 0.070 0.194 -0.074
H -3.138721 -2.773956 -0.040003 -0.362 -0.125 0.166
H -4.246819 -2.997905 2.327869 0.063 -0.041 0.092
H 0.770236 4.121646 -0.644004 0.134 -0.090 0.136
H -2.133233 4.379754 -4.614625 -0.089 0.008 -0.229
H 1.281604 5.670710 -2.432681 0.257 0.170 0.092
H -4.369473 -4.436674 1.314299 0.039 0.192 -0.251
H -5.748021 -3.340217 1.484103 -0.034 -0.020 0.044
H 0.499714 1.353216 4.236793 0.003 -0.016 0.414
H 0.851848 3.568848 3.219842 0.174 0.064 0.148
H -2.626412 2.772873 -2.844179 -0.231 -0.045 0.023
H 7.306000 -3.482720 0.483854 0.295 -0.056 -0.043
H 0.822527 -2.755992 1.903055 -0.248 -0.014 -0.087
H 6.857952 -2.697563 -1.790179 0.008 0.029 -0.223
H -0.992314 -0.273833 3.138182 0.049 -0.227 -0.042
H -4.770947 -2.680815 -0.682556 0.178 -0.213 0.468
H -3.601350 1.379538 0.651369 -0.044 -0.188 0.834
H 5.447835 -3.633223 2.105297 0.062 -0.038 0.119
```
Positions in Å, forces in eV/Å.

***

For each record above, in turn, the calculated Kohn-Sham gap values are 7.55, 3.14 eV.
For each record above, in turn, the calculated lowest unoccupied orbital energy values are 2.1, 1.0 eV.